[1]
The following is a quantum chemistry calculation of an isolated ion of composition C4H12N3 and charge +1, from OMol25.

Cartesian coordinates (Å):
N 2.78653 1.53904 0.57388
C 1.52990 1.10475 -0.01802
C 0.99137 -0.22281 0.49875
C -0.45523 -0.44978 0.13914
N -1.25559 -1.37085 0.90212
C -0.96836 -0.05897 -1.01439
N -2.41164 -0.36888 -1.19842
H 3.53526 0.87568 0.38851
H 2.70738 1.51530 1.58688
H 0.85614 1.95629 0.10939
H 1.68377 1.00469 -1.09162
H 1.03915 -0.24757 1.58919
H 1.59748 -1.00455 0.04622
H -1.09914 -1.20853 1.89636
H -0.84080 -2.29746 0.79031
H -0.55870 0.61264 -1.74518
H -2.57483 -0.76546 -2.12283
H -2.59944 -1.02819 -0.40755
H -2.99866 0.45968 -1.09538

Its net charge is +1. Its multiplicity is 1. The HOMO energy comes out at -12.64 eV. The gap between HOMO and LUMO is 9.2 eV.

Löwdin population analysis, charges in e, atoms 1 to 8: 0.003, -0.304, -0.132, -0.295, 0.070, -0.022, 0.189, 0.076

[2]
The following is a quantum chemistry calculation of an isolated ion of composition C4H12N3 and charge +1, from OMol25.

Cartesian coordinates (Å):
C 1.89166 1.29450 -0.20392
N 0.90438 0.80144 0.45095
C 0.23399 -0.41007 0.17301
C 0.17470 -0.76422 -1.32230
N 0.63919 -1.47453 1.10880
N -1.08100 -0.17608 0.77390
C -1.91948 0.89232 0.04214
H 2.09296 2.24348 0.13886
H 2.45402 0.71978 -0.95199
H -0.51925 -1.53000 -1.59372
H -0.04389 0.11097 -1.95369
H 1.23773 -1.08585 -1.60943
H 1.12621 -1.17821 1.94477
H 1.32505 -2.17180 0.58691
H -0.60283 0.30770 1.51876
H -1.66987 -0.99854 1.02101
H -2.60299 0.37091 -0.65950
H -2.39537 1.33514 0.86929
H -1.24521 1.71305 -0.33388

Its net charge is +1. Its multiplicity is 1. The HOMO energy comes out at -14.26 eV. The gap between HOMO and LUMO is 10.9 eV.

Löwdin population analysis, charges in e, atoms 1 to 8: 0.084, 0.029, -0.656, 0.003, 0.093, 0.039, 0.036, 0.068

[3]
The following is a quantum chemistry calculation of C4H12N3 as an isolated structure, from OMol25.

Cartesian coordinates (Å):
C 1.61277 0.69248 0.01008
C 0.33458 1.44710 -1.33699
C -0.68779 -1.65484 -0.33829
C -1.11038 -0.46424 1.85431
N 1.46313 0.48838 -1.39649
N 0.19408 1.13313 0.08547
N -1.00068 -0.40542 0.39709
H 1.97296 -0.10152 0.73258
H 2.04503 1.65543 0.19276
H 0.73810 2.44465 -1.26728
H -0.51749 1.27333 -1.99700
H -1.04357 -2.56478 0.15470
H -1.01662 -1.55339 -1.34397
H 0.41322 -1.76631 -0.15840
H -1.71062 -1.30635 2.23186
H -0.10544 -0.17560 2.29716
H -1.89869 0.39871 2.16382
H 2.17800 0.60041 -2.17261
H -1.86061 -0.14117 -0.10882

Its net charge is +1. Its multiplicity is 1. The HOMO energy (spin up / spin down) comes out at -13.72 / -13.72 eV. The gap between HOMO and LUMO (spin up / spin down) is 8.6 / 8.6 eV.

Löwdin population analysis, charges in e, atoms 1 to 8: -0.205, -0.164, -0.035, -0.059, -0.029, 0.116, -0.126, 0.151

[4]
The following is a quantum chemistry calculation of a 2-piece molecular cluster, C4H12N3 overall, from OMol25.

Cartesian coordinates (Å):
C -1.15724 0.69038 -2.15150
C -0.07185 -2.58918 2.50448
C 1.09906 2.60107 -1.69632
C 0.09773 -1.53597 1.58014
N -0.46966 0.64483 -1.08464
N 0.57042 1.50021 -0.87000
N -0.84985 -0.97353 1.01657
H -1.83013 -0.17155 -2.35581
H -0.83431 1.33844 -3.02302
H 0.32358 -3.51682 2.19774
H -1.19763 -2.75395 2.70222
H 0.26271 -2.38392 3.58285
H 1.42277 2.22323 -2.65847
H 0.37873 3.44677 -1.63622
H 2.15612 2.80028 -1.27493
H 1.09411 -1.18419 1.27633
H 0.42586 1.78960 0.08787
H -1.74167 -1.36246 1.26481
H -0.83076 -0.27708 0.23160

Its net charge is +1. Its multiplicity is 1. The HOMO energy comes out at -12.56 eV. The gap between HOMO and LUMO is 8.6 eV.

Löwdin population analysis, charges in e, atoms 1 to 8: -0.003, -0.032, -0.081, -0.156, -0.138, -0.145, 0.230, 0.085

[5]
The following is a quantum chemistry calculation of an isolated ion of composition C4H12N3 and charge +2, from OMol25.

Cartesian coordinates (Å):
C 1.75448 -0.80164 0.51244
C 0.60354 0.19017 0.88401
C -0.43972 0.67250 -0.04146
C -1.77380 0.43594 0.03027
N -2.58635 0.81617 -1.02002
N 0.06249 1.01855 -1.43229
N 1.54630 -2.15180 0.94348
H 2.06800 -0.68902 -0.52583
H 2.59435 -0.41545 1.12254
H 0.19361 -0.37864 1.72452
H 1.02107 1.12915 1.31530
H -2.16693 -0.07985 0.89543
H -3.14939 1.64137 -0.81290
H -3.23688 0.16862 -1.45899
H 0.41805 0.21119 -1.94888
H -0.64038 1.50614 -1.99684
H 0.87751 1.59681 -1.20354
H 2.21814 -2.52811 1.62782
H 0.63592 -2.34208 1.38494

Its net charge is +2. Its multiplicity is 2. The expectation value of S² is 0.755. The HOMO energy (spin up / spin down) comes out at -17.76 / -17.72 eV. The gap between HOMO and LUMO (spin up / spin down) is 10.5 / 5.0 eV.

Löwdin population analysis, charges in e, atoms 1 to 8: -0.141, -0.111, -0.193, -0.083, 0.056, 0.249, 0.337, 0.150

[6]
The following is a quantum chemistry calculation of a 2-piece molecular cluster, C4H12N3O overall, from OMol25.

Cartesian coordinates (Å):
N -1.78117 -0.96581 1.14517
C -1.87658 -0.89943 -0.25811
N -2.28565 0.28838 -0.76242
O -1.47925 -1.82461 -0.94478
H -2.06759 -1.88744 1.45918
H -2.36742 -0.28006 1.61379
H -2.37734 1.09077 -0.15964
H -2.06058 0.49055 -1.72258
C 1.12981 1.50592 0.73997
C 1.42612 0.40675 -0.22881
C 2.01450 0.48859 -1.40183
N 1.09057 -0.96119 0.26859
H 1.59519 2.42058 0.39237
H 0.05481 1.70183 0.82997
H 1.50550 1.24696 1.73310
H 2.28425 -0.37745 -1.99194
H 2.23504 1.46085 -1.81741
H 0.72012 -0.96036 1.22040
H 1.90730 -1.56573 0.18752
H 0.33236 -1.37910 -0.30254

Its net charge is +1. Its multiplicity is 1. The HOMO energy comes out at -14.41 eV. The gap between HOMO and LUMO is 11.3 eV.

Löwdin population analysis, charges in e, atoms 1 to 8: 0.135, -0.669, 0.187, 0.038, 0.118, 0.105, 0.106, 0.124

[7]
The following is a quantum chemistry calculation of C4H12N3Pb as an isolated structure, from OMol25.

Cartesian coordinates (Å):
C -0.96446 -2.38194 -0.68071
Pb 0.26969 -0.80550 -1.59228
N 2.64944 0.57214 -1.19364
H 0.10305 -0.25916 -3.28839
H 2.39367 1.56159 -1.19153
H 0.44489 -2.18816 -0.54681
H -1.16786 -3.05833 -1.51825
H -1.68443 -1.54489 -0.64109
H -1.09854 -2.90187 0.27711
H 3.02129 0.35358 -0.26830
H 3.39829 0.44552 -1.87669
N -1.17708 0.89424 2.25598
C -1.12051 2.08288 1.52220
C -0.47703 1.78426 0.36554
N -0.15159 0.42625 0.37088
C -0.58176 -0.07564 1.53965
H -1.59701 0.76158 3.16862
H -1.53331 3.01068 1.87280
H -0.22715 2.42074 -0.47316
H -0.49959 -1.09796 1.89806

Its net charge is +1. Its multiplicity is 1. The HOMO energy comes out at -9.98 eV. The gap between HOMO and LUMO is 6.2 eV.

Löwdin population analysis, charges in e, atoms 1 to 8: -0.340, 1.113, -0.071, -0.136, 0.024, 0.008, 0.040, 0.020

[8]
The following is a quantum chemistry calculation of a 2-piece molecular cluster, C4H12N3S overall, from OMol25.

Cartesian coordinates (Å):
C -1.09184 1.48267 -1.44420
C -0.11448 0.67114 -1.21931
C 0.82851 -0.36982 -1.48894
C 0.75753 -0.41714 1.95035
N 0.37826 -1.69580 -1.15273
N -0.10187 -1.52381 1.75183
N 0.27085 0.83923 1.35694
S -1.93406 2.49589 -0.27995
H -1.46313 1.61456 -2.45673
H 1.77906 -0.17345 -0.97820
H 1.04407 -0.24220 -2.57446
H 0.89389 -0.27693 3.03437
H 1.73395 -0.63764 1.50752
H -0.64707 1.09724 1.70637
H 1.09333 -2.39443 -1.31012
H -1.03277 -1.38812 2.11770
H -0.12139 -1.84451 0.78552
H -0.47052 -1.96458 -1.63370
H 0.91501 1.61110 1.48798
H -2.71732 3.11658 -1.16023

Its net charge is +1. Its multiplicity is 3. The expectation value of S² is 2.022. The HOMO energy (spin up / spin down) comes out at -11.87 / -12.31 eV. The gap between HOMO and LUMO (spin up / spin down) is 8.4 / 4.4 eV.

Löwdin population analysis, charges in e, atoms 1 to 8: -0.411, 0.009, -0.269, -0.354, 0.020, 0.011, -0.001, 1.040

[9]
The following is a quantum chemistry calculation of C4H12N4 as an isolated structure, from OMol25.

Cartesian coordinates (Å):
C 0.63496 0.84220 0.56460
C 1.73839 0.58360 1.53824
C -2.46559 -0.96950 -0.35808
N -0.27470 -0.11296 0.41467
C -1.38890 0.07844 -0.45269
N -0.12293 -1.47325 0.85396
N 1.85117 0.74333 -1.49695
N -1.37203 1.07659 -1.22789
H 1.12794 1.29561 -0.66631
H 0.60000 -1.90406 0.28226
H 0.18729 -1.46929 1.81887
H 2.60811 1.41812 -1.59075
H 1.24541 0.85903 -2.30682
H -2.21908 1.13745 -1.78599
H 2.26750 -0.36043 1.37249
H 1.31876 0.56993 2.54933
H 2.46223 1.39507 1.49421
H -2.72614 -1.16514 0.68131
H -3.34930 -0.63366 -0.89878
H -2.12308 -1.91109 -0.78567

Its multiplicity is 1. The HOMO energy comes out at -7.77 eV. The gap between HOMO and LUMO is 8.6 eV.

Löwdin population analysis, charges in e, atoms 1 to 8: -0.157, -0.113, -0.038, -0.156, -0.415, 0.088, -0.046, 0.157

[10]
The following is a quantum chemistry calculation of a 2-piece molecular cluster, C4H12N4 overall, from OMol25.

Cartesian coordinates (Å):
C -2.58301 -0.05709 -1.52017
N -1.27436 -0.64985 -1.77461
C -0.80791 -1.43048 -0.85809
N -1.41349 -1.73374 0.35632
H -3.29336 -0.80522 -1.24471
H -2.90580 0.44966 -2.41524
H -2.52032 0.67230 -0.71776
H 0.15707 -1.93817 -1.04677
H -0.77647 -2.07869 1.01098
H -1.93382 -0.93943 0.74445
N 1.19221 0.49950 2.52659
C 1.88799 0.46744 1.27531
C 1.59073 1.28214 0.22616
N 2.30038 1.24676 -1.00913
H 1.80654 0.76234 3.27560
H 0.80109 -0.45852 2.75093
H 2.75832 -0.21513 1.23066
H 0.77407 1.99198 0.28124
H 2.49077 2.17193 -1.35849
H 1.74937 0.76228 -1.73325

Its multiplicity is 1. The HOMO energy comes out at -9.09 eV. The gap between HOMO and LUMO is 9.9 eV.

Löwdin population analysis, charges in e, atoms 1 to 8: -0.159, -0.045, -0.317, 0.084, 0.063, 0.062, 0.069, 0.115

[11]
The following is a quantum chemistry calculation of one molecule with the formula C4H12N4, from OMol25.

Cartesian coordinates (Å):
C -0.76185 0.39675 0.22194
C 1.92170 1.04058 1.04727
C -1.52984 0.89032 -0.99923
C -1.59852 -0.56387 1.06357
N 0.20329 -1.26337 -1.02249
N 1.28174 -2.03644 -1.36557
N 0.45472 -0.31303 -0.21295
N 1.65932 -0.06057 0.18261
H -0.46158 1.24693 0.83150
H 1.16234 -2.38445 -2.30942
H 2.17158 -1.57640 -1.19533
H 1.37959 0.96277 2.00648
H 2.99412 1.01348 1.25915
H 1.69035 2.01556 0.58767
H -1.90135 -1.41511 0.45510
H -1.81664 0.05038 -1.62017
H -2.42174 1.42059 -0.68385
H -0.91732 1.56477 -1.58644
H -2.48888 -0.05290 1.43701
H -1.02101 -0.93598 1.90319

Its multiplicity is 1. The HOMO energy comes out at -7.26 eV. The gap between HOMO and LUMO is 8.3 eV.

Löwdin population analysis, charges in e, atoms 1 to 8: -0.363, -0.169, -0.056, -0.050, -0.033, 0.030, -0.235, -0.050

[12]
The following is a quantum chemistry calculation of a 4-piece molecular cluster, C4H12N4O8 overall, from OMol25.

Cartesian coordinates (Å):
C -0.25487 -0.52853 -2.27965
N -1.72047 -0.83477 -2.32796
O -2.19963 -1.03617 -3.42263
O -2.41696 -0.76274 -1.28346
H -0.01750 0.32002 -1.63799
H 0.01564 -0.17226 -3.27363
H 0.39640 -1.31689 -1.90226
C -0.03362 0.42898 1.80419
N -0.35351 1.84280 1.47052
O -0.02091 2.77758 2.17425
O -1.05303 1.88006 0.46417
H -0.89714 -0.13669 2.15410
H 0.75370 0.49126 2.55542
H 0.18112 -0.08244 0.86587
C 0.47866 4.71941 -0.61238
N 0.81106 3.56392 -1.57640
O 2.01845 3.21884 -1.76589
O -0.14291 3.04831 -2.16509
H 0.64602 4.38832 0.41255
H -0.56052 5.04802 -0.62725
H 1.10103 5.57796 -0.86467
C 0.81856 -5.11860 1.48733
N -0.01695 -4.04397 1.97629
O -0.56285 -4.16998 3.04370
O 0.12335 -3.00698 1.39958
H 0.38459 -5.15632 0.48816
H 0.64033 -6.04892 2.02662
H 1.88199 -4.89009 1.41658

Its net charge is +1. Its multiplicity is 2. The expectation value of S² is 0.761. The HOMO energy (spin up / spin down) comes out at -14.02 / -13.99 eV. The gap between HOMO and LUMO (spin up / spin down) is 7.4 / 3.5 eV.

Löwdin population analysis, charges in e, atoms 1 to 8: 0.112, -0.267, 0.251, 0.357, 0.088, 0.134, 0.130, 0.058

Which energy above the lowest of the compared OMol25 structures with the same formula, charge and spin belongs to each record? In order, 1.945, 2.956, 6.172, 3.621, 2.898, 0.403, 2.038, 0.118, 4.045, 1.694, 3.180, 0.465 eV.